Below is a molecular structure, C18H49N4O8Zn, with properties calculated with the ωB97M-V functional and the def2-TZVPD basis.

Its HOMO-LUMO gap (spin up / spin down) is 0.18028 / 0.31906 hartree. As for the multiplicity: 2.

Each line ends with the Mulliken spin population.
Cartesian coordinates (Å):
1 Zn 0.5894 2.6039 -1.3758  1.3818
2 O -0.1149 2.2524 5.9572  0.0001
3 O -0.6517 0.9935 -1.8752  -0.1789
4 O -1.6328 -0.3436 -0.2968  -0.0198
5 O -3.2411 -1.0151 -2.5276  -0.0024
6 O 1.0228 2.7935 -3.2149  -0.3164
7 O 0.1372 -4.2491 1.6757  0.0000
8 O -0.3088 1.3760 0.1055  -0.1122
9 O 2.5390 -0.8330 -1.3195  0.0003
10 N 1.0874 2.7425 2.4459  0.0065
11 N -1.3324 -0.8800 2.3700  0.0019
12 N -0.5233 -0.9447 -4.0685  -0.0003
13 N 2.4837 1.8924 -1.1711  -0.0673
14 C 0.1801 1.8792 4.6017  -0.0006
15 C 3.2235 2.6393 -2.1506  0.0949
16 C -0.7427 3.9972 3.3956  0.0031
17 C 4.7062 2.2203 -2.0775  0.0023
18 C -2.9424 -1.6489 -3.7821  0.0000
19 C -0.5687 1.1062 6.6703  0.0001
20 C -4.4603 -0.3040 -2.5347  0.0013
21 C -1.4558 -2.0826 -3.8675  -0.0002
22 C -1.0649 -2.9063 -2.6668  0.0011
23 C 2.1233 -1.5797 -0.1759  0.0028
24 C -0.6494 -2.4999 4.0549  0.0002
25 C 2.4414 2.6628 -3.4495  -0.0986
26 C -0.5466 -2.0447 2.6314  -0.0019
27 C -0.8643 0.6434 -0.7056  0.1923
28 C -0.2235 -5.3673 0.8699  0.0000
29 C 0.4317 3.0839 3.6838  0.0046
30 C 0.2226 2.7196 -4.4766  0.0157
31 C -0.8382 -3.2366 1.6342  0.0001
32 H -1.0436 1.4351 7.5947  -0.0001
33 H 1.0959 1.2883 4.5931  0.0000
34 H 1.4035 -2.3788 -0.3530  -0.0011
35 H -1.4773 3.4622 2.7937  -0.0037
36 H -0.3595 4.8904 2.9022  0.0042
37 H 2.9197 -2.0509 0.4002  0.0009
38 H -0.0476 -3.3954 4.2101  0.0001
39 H 2.7422 3.4596 -4.1297  -0.0115
40 H 0.4606 -1.6703 2.4485  -0.0002
41 H 4.7600 1.1322 -2.1117  0.0019
42 H 2.5760 1.7075 -3.9567  0.0048
43 H 5.1657 2.5488 -1.1453  -0.0012
44 H -1.8114 -3.6419 1.9111  0.0001
45 H -0.8422 2.8037 -4.2592  0.0110
46 H -4.5841 0.2767 -1.6206  -0.0004
47 H -1.3701 0.5876 6.1440  0.0000
48 H -0.0826 -5.1951 -0.1972  0.0000
49 H 2.4911 -1.3528 -2.1252  0.0001
50 H -1.0412 -2.3396 -1.7360  -0.0006
51 H 0.3975 -1.3486 -3.9727  -0.0004
52 H -1.6068 -0.8166 1.4000  -0.0046
53 H -5.3645 -0.8950 -2.6804  0.0002
54 H 1.1722 3.6812 4.2157  -0.0006
55 H 3.2817 3.6507 -1.7484  0.0590
56 H -0.5284 1.1930 4.1377  0.0017
57 H -0.3216 -1.7577 4.7828  0.0000
58 H 0.5072 -6.1646 1.0062  0.0000
59 H 0.3274 2.3129 1.9380  -0.0088
60 H -3.6217 -2.4979 -3.8596  0.0001
61 H 2.7435 0.9208 -1.2641  0.0447
62 H -3.1950 -0.9901 -4.6129  0.0000
63 H 0.2188 0.3751 6.8530  0.0000
64 H 2.9888 2.0010 -0.3033  -0.0300
65 H -1.6720 -2.7652 4.3233  0.0000
66 H -0.5932 -0.3364 -3.2653  0.0046
67 H -1.3252 -2.7522 -4.7176  0.0001
68 H 0.5257 3.4232 -5.2519  0.0039
69 H 0.4185 1.7119 -4.8431  -0.0008
70 H -0.0894 -3.3812 -2.7714  -0.0002
71 H -4.4468 0.4191 -3.3503  0.0001
72 H -0.9357 -2.9520 0.5865  -0.0008
73 H -1.2118 4.3268 4.3226  0.0008
74 H -1.7840 -3.6958 -2.4482  0.0001
75 H 1.3562 3.5820 1.9529  0.0038
76 H -2.0506 -0.3991 -1.1593  0.0036
77 H 5.2621 2.6505 -2.9106  0.0008
78 H -0.7594 -0.0501 2.4261  0.0035
79 H 1.5628 -0.9350 0.5010  0.0050
80 H -1.2374 -5.7486 0.9907  0.0000

Below is a molecular structure, C14H14MnNO5, with properties calculated with the ωB97M-V functional and the def2-TZVPD basis.

Its HOMO-LUMO gap (spin up / spin down) is 0.20170 / 0.26016 hartree. As for the multiplicity: 6. Its charge is +1.

Each line ends with the natural charge from an NBO analysis.
Cartesian coordinates (Å):
1 Mn -0.6279 1.7396 -1.1676  0.3417
2 O -1.1025 1.5780 -4.1369  -0.3774
3 O -2.3887 -0.6322 -0.9085  -0.5454
4 O -2.4687 3.4663 0.4737  -0.4284
5 O 2.1519 2.6930 -1.7766  -0.3889
6 O -2.7468 5.4852 -2.4033  -0.4412
7 N -0.2436 -2.4656 -0.1612  -0.3626
8 C 0.6067 1.8567 1.5911  -0.2627
9 C -0.1510 -3.1437 1.1611  -0.4272
10 C -2.1589 4.5387 -2.1389  0.4805
11 C 0.9721 -0.3401 0.6613  -0.1534
12 C -1.5983 0.2497 -0.9744  0.2815
13 C 1.0157 2.7742 -1.4118  0.3208
14 C -0.7854 1.6015 -3.0015  0.5515
15 C -1.6654 2.7322 0.0446  0.4971
16 C 0.5289 0.9980 0.4721  -0.2948
17 C 1.2224 1.3718 2.8014  -0.1637
18 C 1.6757 -0.7281 1.8259  -0.1787
19 C 1.8012 0.1057 2.9203  -0.2235
20 C -0.4664 -3.3942 -1.3234  -0.4056
21 C 0.8971 -1.4044 -0.4104  -0.2149
22 H -0.6790 -2.7630 -2.1935  0.2348
23 H 2.1186 -1.7065 1.9272  0.2095
24 H -0.9827 -3.8477 1.2332  0.2309
25 H 0.4864 -3.9011 -1.4420  0.2225
26 H 1.2998 2.1321 3.5879  0.2261
27 H 0.1982 3.4411 -0.8078  0.2102
28 H 0.8006 -3.6728 1.2685  0.2266
29 H -0.2914 -2.4181 1.9744  0.2493
30 H 1.7499 -2.0756 -0.5062  0.2185
31 H 0.7540 -1.0540 -1.4327  0.2305
32 H 2.2091 -0.1739 3.8987  0.2408
33 H -1.2868 -4.0837 -1.0792  0.2397
34 H -1.0834 -1.8973 -0.0635  0.4483
35 H 0.2385 2.9378 1.4981  0.2076

Below is a gas-phase ion, C5H12NO (charge -1), with properties calculated with the ωB97M-V functional and the def2-TZVPD basis.

Its HOMO-LUMO gap is 0.22024 hartree. The value obtained for the relative energy (zero: lowest compared OMol25 entry of this formula, charge and spin) is 1.096 eV. Its charge is -1. As for the SMILES: CCCNCC[O-].

Each line ends with the natural charge from an NBO analysis.
Cartesian coordinates (Å):
1 O -0.2493 2.2956 -1.3934  -0.9827
2 N 0.2574 0.0935 1.1161  -0.6513
3 C 0.0391 1.5589 0.9103  -0.2427
4 C -0.2068 -1.8218 -0.4096  -0.4212
5 C -0.9026 1.8287 -0.2831  -0.0541
6 C 0.4347 -3.1493 0.0545  -0.6084
7 C 0.6340 -0.5800 -0.1187  -0.2554
8 H 0.8237 -3.7427 -0.7735  0.1910
9 H -0.2832 -3.7921 0.5688  0.1912
10 H 1.6989 -0.8807 -0.0468  0.1462
11 H 0.6854 0.1322 -0.9485  0.2532
12 H 1.0027 -0.0442 1.7846  0.3314
13 H -1.4058 0.8676 -0.5079  0.0959
14 H -0.4881 -1.8442 -1.4626  0.1955
15 H 1.0049 2.0450 0.7636  0.1623
16 H -1.6235 2.6022 0.0780  0.0865
17 H -0.3904 1.8924 1.8447  0.1540
18 H 1.2209 -2.8977 0.7673  0.1960
19 H -1.1172 -1.6863 0.1615  0.2127

What did the second record say?
Below is a molecular structure, C14H14MnNO5, with properties calculated with the ωB97M-V functional and the def2-TZVPD basis.

Its HOMO-LUMO gap (spin up / spin down) is 0.20170 / 0.26016 hartree. As for the multiplicity: 6. Its charge is +1.

Each line ends with the natural charge from an NBO analysis.
Cartesian coordinates (Å):
1 Mn -0.6279 1.7396 -1.1676  0.3417
2 O -1.1025 1.5780 -4.1369  -0.3774
3 O -2.3887 -0.6322 -0.9085  -0.5454
4 O -2.4687 3.4663 0.4737  -0.4284
5 O 2.1519 2.6930 -1.7766  -0.3889
6 O -2.7468 5.4852 -2.4033  -0.4412
7 N -0.2436 -2.4656 -0.1612  -0.3626
8 C 0.6067 1.8567 1.5911  -0.2627
9 C -0.1510 -3.1437 1.1611  -0.4272
10 C -2.1589 4.5387 -2.1389  0.4805
11 C 0.9721 -0.3401 0.6613  -0.1534
12 C -1.5983 0.2497 -0.9744  0.2815
13 C 1.0157 2.7742 -1.4118  0.3208
14 C -0.7854 1.6015 -3.0015  0.5515
15 C -1.6654 2.7322 0.0446  0.4971
16 C 0.5289 0.9980 0.4721  -0.2948
17 C 1.2224 1.3718 2.8014  -0.1637
18 C 1.6757 -0.7281 1.8259  -0.1787
19 C 1.8012 0.1057 2.9203  -0.2235
20 C -0.4664 -3.3942 -1.3234  -0.4056
21 C 0.8971 -1.4044 -0.4104  -0.2149
22 H -0.6790 -2.7630 -2.1935  0.2348
23 H 2.1186 -1.7065 1.9272  0.2095
24 H -0.9827 -3.8477 1.2332  0.2309
25 H 0.4864 -3.9011 -1.4420  0.2225
26 H 1.2998 2.1321 3.5879  0.2261
27 H 0.1982 3.4411 -0.8078  0.2102
28 H 0.8006 -3.6728 1.2685  0.2266
29 H -0.2914 -2.4181 1.9744  0.2493
30 H 1.7499 -2.0756 -0.5062  0.2185
31 H 0.7540 -1.0540 -1.4327  0.2305
32 H 2.2091 -0.1739 3.8987  0.2408
33 H -1.2868 -4.0837 -1.0792  0.2397
34 H -1.0834 -1.8973 -0.0635  0.4483
35 H 0.2385 2.9378 1.4981  0.2076